Formula: C49H50Br4F5N3O11P2SSn
Source: the OMol25 dataset
Level of theory: ωB97M-V/def2-TZVPD

```
126
Properties=species:S:1:pos:R:3:forces:R:3:mulliken_charge:R:1
Sn 0.605657 -0.104274 -0.656586 0.23 0.27 -0.14 1.9033
C 0.998397 -2.993044 3.339379 -0.18 0.03 -0.08 -0.8472
C 0.387165 -2.005129 4.325681 0.01 0.09 -0.24 0.4849
C 1.178886 -0.709957 4.424101 -0.12 0.03 -0.12 -1.1753
O -1.036982 -1.729761 4.032769 0.16 -0.10 0.27 -0.4761
P -1.508149 -1.255185 2.588584 0.33 0.35 0.02 -0.2368
O -0.481991 -0.476560 1.882217 -0.68 -0.25 0.12 -0.3854
C -2.999232 -0.278967 2.992129 0.11 0.11 -0.30 -0.9404
P -4.086518 0.007893 1.567390 0.25 -0.35 -0.07 0.4736
O -3.486753 -0.080100 0.236370 -0.06 0.07 0.21 -0.6497
O -4.790259 1.381794 1.943291 -0.09 0.37 -0.17 -0.3496
C -5.338841 2.205351 0.852093 0.05 -0.22 0.19 0.9136
C -6.594734 2.849571 1.394989 0.00 0.04 0.07 -1.5360
C -4.289551 3.192777 0.416287 0.26 0.16 -0.04 -1.4359
O -5.250901 -1.080818 1.733644 -0.22 -0.12 0.08 -0.4088
C -6.373969 -0.967886 2.628464 0.10 -0.07 -0.04 0.8876
C -7.628898 -1.088943 1.789245 -0.02 -0.03 -0.09 -1.6065
C -6.279197 -2.057767 3.681059 0.05 -0.06 -0.02 -1.3313
O -2.021522 -2.546012 1.851272 -0.07 -0.17 -0.18 0.7186
C -2.999815 -3.481693 2.366121 0.12 0.07 -0.04 1.7377
C -3.754554 -4.018482 1.169382 0.04 0.05 -0.10 -1.6253
C -2.304599 -4.579389 3.148475 0.06 -0.02 -0.03 -1.4894
H 2.063398 -3.101174 3.556240 -0.05 0.00 0.03 0.5737
H 0.909244 -2.655509 2.302014 0.03 0.03 0.07 -0.0036
H 0.525656 -3.975099 3.418982 0.05 0.07 0.00 0.2222
H 0.330220 -2.463227 5.310785 -0.06 -0.05 0.12 0.2279
H 1.346068 -0.277878 3.435403 0.00 -0.03 0.07 -0.0442
H 2.145823 -0.921642 4.887745 -0.03 0.00 -0.02 0.5315
H 0.645204 0.016750 5.042337 0.04 -0.04 0.00 0.3513
H -2.616302 0.689337 3.319054 -0.03 -0.02 0.08 0.5633
H -3.577817 -0.735462 3.794854 0.07 0.05 0.08 0.5955
H -5.588965 1.546377 0.019747 0.02 -0.11 -0.01 0.3260
H -6.346506 3.485560 2.247941 -0.03 -0.01 -0.03 0.3159
H -7.318500 2.097326 1.717945 0.03 0.04 -0.02 0.3330
H -7.054816 3.468786 0.622200 0.01 -0.02 0.03 0.4130
H -4.023786 3.850072 1.248399 0.00 -0.01 -0.05 0.2994
H -4.668888 3.805953 -0.404732 0.00 -0.01 0.04 0.4086
H -3.383249 2.688607 0.071151 -0.12 0.00 0.05 0.2556
H -6.353829 0.012829 3.104881 0.05 0.07 0.03 0.3022
H -7.653124 -2.065038 1.297661 -0.02 0.06 0.03 0.3589
H -7.640607 -0.319157 1.015541 -0.02 -0.03 0.03 0.3414
H -8.519204 -0.979524 2.413151 0.02 -0.01 -0.03 0.4068
H -6.188232 -3.033130 3.193517 -0.03 0.07 0.06 0.1835
H -7.175636 -2.056722 4.306112 0.05 0.00 -0.02 0.4882
H -5.410334 -1.912519 4.327869 -0.08 -0.03 -0.04 0.2927
H -3.692929 -2.945534 3.021320 0.04 0.06 0.01 -0.4522
H -3.079632 -4.599986 0.537844 -0.01 0.01 0.00 0.4085
H -4.156781 -3.198339 0.574841 -0.01 -0.03 0.04 0.2863
H -4.575231 -4.657836 1.506304 0.02 0.00 -0.03 0.4118
H -1.588874 -5.090455 2.498147 -0.06 0.03 0.06 0.2048
H -3.048255 -5.302374 3.495684 0.05 0.01 -0.02 0.4251
H -1.774481 -4.175088 4.011323 -0.04 -0.03 -0.04 0.3147
C 2.045144 -1.647920 -8.887651 0.09 0.02 0.05 -0.8991
O 2.448127 -2.547732 -7.876764 0.08 0.25 -0.07 -0.4438
C 1.464834 -3.313786 -7.326417 -0.08 -0.21 0.05 0.7875
C 1.754235 -3.925212 -6.107152 0.03 -0.05 0.04 -0.6873
C 0.812061 -4.725391 -5.493427 -0.08 0.02 0.18 -0.1431
C -0.446163 -4.931876 -6.076051 -0.25 0.24 0.38 0.1595
C -0.700474 -4.353760 -7.304909 -0.12 0.14 -0.14 -0.5792
C 0.237968 -3.533314 -7.930468 -0.18 -0.08 0.02 -0.2319
N -1.415888 -5.849834 -5.542952 0.30 -0.04 0.54 -0.7405
N -1.677533 -5.940035 -4.310339 -0.34 0.17 -0.43 -0.4245
C -1.375953 -4.994485 -3.312068 0.32 -0.01 -0.14 -0.2717
C -0.948414 -5.563331 -2.114241 0.00 -0.03 -0.06 -0.3181
C -0.398849 -4.835036 -1.079270 -0.05 0.05 0.00 -1.0177
C -0.262708 -3.420139 -1.152835 -0.03 -0.03 -0.01 0.4542
O 0.265225 -2.726375 -0.262450 -0.05 0.02 0.06 -0.7642
C -0.859554 -2.785798 -2.350781 -0.03 0.13 0.15 0.1378
N -0.866466 -1.430202 -2.370729 0.01 -0.25 -0.11 0.6949
C -1.463498 -0.789286 -3.350425 0.01 -0.08 0.11 -0.3700
C -2.171094 -1.469098 -4.350593 -0.03 -0.02 -0.04 -1.2677
C -2.171310 -2.839053 -4.351235 0.21 -0.03 -0.11 -0.4272
C -1.442949 -3.555320 -3.376879 0.03 -0.17 -0.29 0.8438
H 2.870769 -0.956692 -9.036450 0.04 -0.01 0.00 0.2502
H 1.159440 -1.084643 -8.584322 -0.01 0.02 0.01 0.3689
H 1.836653 -2.164947 -9.829090 -0.02 -0.03 -0.03 0.3219
H 2.716266 -3.738193 -5.640555 -0.10 -0.02 -0.04 0.5029
H 1.042908 -5.181429 -4.537930 -0.03 0.05 -0.01 0.3045
H -1.661309 -4.536637 -7.775106 0.05 0.01 0.01 0.3856
H -0.001727 -3.077000 -8.882030 -0.02 -0.04 0.04 0.3477
H -0.988680 -6.647326 -2.054489 -0.01 0.02 0.01 0.3422
H -0.018202 -5.324330 -0.190549 0.00 0.01 -0.01 0.4534
H -1.398353 0.294080 -3.335549 0.03 -0.07 -0.04 0.3850
H -2.703808 -0.910585 -5.111020 0.00 -0.01 0.05 0.4267
H -2.743533 -3.380574 -5.091212 0.07 -0.09 -0.15 0.5231
Br 0.597265 5.289854 -5.581202 -0.01 -0.04 0.04 -0.2376
C 0.550863 4.382035 -3.914711 0.06 -0.09 0.18 0.1400
C 0.390687 5.079111 -2.729480 0.07 -0.27 0.05 0.1903
Br 0.317205 6.977510 -2.723758 -0.05 -0.07 -0.01 -0.2443
C 0.315353 4.364010 -1.515679 0.08 -0.04 -0.08 0.0504
Br 0.210048 5.273954 0.153282 -0.10 -0.12 -0.03 -0.2453
C 0.387069 2.960841 -1.447739 -0.07 0.05 0.17 -0.2768
O 0.252948 2.263226 -0.371904 0.01 0.12 -0.17 -0.7417
C 0.682522 2.252496 -2.674053 0.12 0.24 -0.21 -0.1552
O 0.922382 0.974565 -2.602088 -0.32 -0.06 0.00 -0.4069
C 0.705569 2.979006 -3.867291 -0.03 -0.06 0.14 0.1642
Br 0.977175 1.949196 -5.437531 0.04 0.02 -0.04 -0.2293
C 3.454104 2.673488 2.567467 0.07 0.08 -0.02 -1.9894
C 3.185709 2.024665 1.229367 -0.10 0.15 -0.25 0.9700
O 2.386310 1.122976 1.146139 0.10 -0.14 0.22 -0.0150
C 3.897261 2.534122 0.010127 -0.01 -0.02 0.07 0.8275
C 4.797942 3.595401 0.068043 0.03 0.08 0.01 -0.6553
C 5.460774 4.013627 -1.076946 -0.01 -0.01 -0.03 -0.7299
C 5.218512 3.380064 -2.291313 0.03 0.04 0.09 -0.8814
C 4.302309 2.339660 -2.360975 0.01 -0.07 -0.02 -0.7341
C 3.649907 1.917586 -1.214709 0.04 0.02 0.12 0.8047
H 2.974192 2.077470 3.339911 -0.01 -0.01 -0.01 0.2758
H 3.026894 3.681699 2.573932 0.05 -0.06 -0.03 0.3359
H 4.525433 2.748777 2.763708 -0.04 0.01 0.02 0.4711
H 4.977580 4.114452 1.003410 0.01 -0.08 -0.04 0.3955
H 6.164230 4.837307 -1.021780 -0.03 -0.04 -0.01 0.4007
H 5.746790 3.699703 -3.182228 -0.04 0.01 0.01 0.4100
H 4.093963 1.844531 -3.302516 -0.02 0.02 0.03 0.5695
H 2.949293 1.097083 -1.268813 0.13 -0.01 -0.05 -0.5003
F 8.761116 0.045709 -0.901467 0.17 0.06 0.01 -0.3579
C 7.490306 -0.389915 -0.964830 0.03 0.01 -0.03 0.8511
C 6.672014 -0.344322 0.140602 -0.12 0.00 0.08 -0.1942
F 7.155051 0.148369 1.295286 0.04 0.06 0.15 -0.3967
C 5.369915 -0.796343 0.063337 -0.04 0.01 0.05 0.2127
F 4.643708 -0.715619 1.186048 -0.01 0.00 0.16 -0.4043
C 4.793506 -1.313472 -1.102383 0.00 0.15 -0.10 0.1319
S 3.153488 -1.861816 -1.180477 -0.04 -0.10 0.04 -0.4632
C 5.670341 -1.343019 -2.195937 -0.04 0.04 0.00 0.3020
F 5.249673 -1.809394 -3.377653 -0.03 -0.05 -0.12 -0.3580
C 6.976536 -0.897794 -2.138111 -0.08 -0.06 -0.10 -0.0060
F 7.765737 -0.950056 -3.226403 0.06 -0.01 -0.11 -0.3522
```
Forces are in eV/Å.

Computed properties:
Multiplicity = 1
Energy above the lowest of the compared OMol25 structures with the same formula, charge and spin = 75.31 kJ/mol
Net charge = -2

---

Formula: C49H50ClFIN2O15P
Source: the OMol25 dataset
Level of theory: ωB97M-V/def2-TZVPD

```
120
Properties=species:S:1:pos:R:3:forces:R:3:mulliken_charge:R:1
C -0.313537 -3.463494 8.377965 -0.23 -0.17 0.04 -0.7078
C -0.728390 -4.483624 7.211297 1.86 -3.24 0.37 0.3785
O -0.268594 -5.655807 7.269086 -1.67 4.09 -0.04 -0.5691
N -1.618878 -4.158600 6.082288 0.16 1.36 0.96 -0.0172
C -3.020856 -4.134336 6.610948 -0.88 -0.76 0.75 -0.8065
C -1.294384 -2.819107 5.481732 0.22 -0.04 0.12 -1.0830
C 0.181111 -2.793571 4.802505 -0.97 0.38 -0.76 0.1610
C 0.067293 -2.582352 3.197201 -0.26 0.64 0.32 -0.5310
C 1.251191 -1.624191 2.619508 -1.69 -0.59 0.19 -0.6986
C 0.840863 -0.121147 3.001221 2.19 -0.41 2.17 0.6545
C 2.019112 0.429107 3.973840 0.50 -0.72 -2.02 -0.3446
O 1.738536 1.744413 4.507220 0.33 -1.37 1.59 -0.2347
C 1.684683 1.753548 5.941826 0.22 -0.08 0.02 -0.6531
I -0.101229 2.957793 6.455871 0.83 -0.45 -0.03 -0.0232
O 0.792159 0.804303 1.891582 -2.09 -0.90 0.35 -0.3531
C -0.532310 0.998456 1.383651 0.87 1.76 -0.23 0.4603
Cl -1.310234 -0.535812 0.705071 0.86 1.00 0.53 -0.0812
P -0.329621 2.157905 -0.142895 -2.34 0.58 -1.17 0.1907
N -1.680392 2.291811 -0.993969 0.82 -0.66 1.02 -0.7468
C -1.512086 1.803698 2.394470 -2.00 -1.47 1.40 0.8198
C -2.931202 1.048362 2.570866 -0.34 0.96 -0.01 -0.8485
F -1.821362 3.131598 1.956097 0.90 -1.66 0.36 -0.3737
H -1.100488 -3.486248 9.219223 1.00 0.09 -1.45 0.2529
H -0.188340 -2.389457 8.013642 -0.19 -1.50 0.53 0.1835
H 0.651832 -3.845965 8.856519 -1.36 0.53 -0.93 0.3097
H -3.514795 -3.101872 6.518083 0.78 -1.46 0.22 0.3027
H -3.689665 -4.918647 6.100774 1.10 1.25 0.54 0.2609
H -2.978475 -4.451674 7.715362 -0.40 0.64 -1.49 0.3221
H -2.125249 -2.602573 4.725439 1.31 -0.35 0.87 0.5424
H -1.401294 -2.020176 6.306463 0.30 -0.82 -1.26 0.3775
H 0.699740 -1.873334 5.243794 -0.36 -1.50 -0.56 -0.2575
H 0.753107 -3.766215 4.973609 -0.74 1.45 0.22 0.4403
H -0.941725 -2.050290 3.039159 1.59 -0.76 -0.07 0.0435
H -0.003941 -3.560644 2.619004 0.26 1.14 0.96 0.3963
H 2.238489 -1.961045 3.097861 -1.28 0.73 -0.94 0.3825
H 1.253713 -1.737449 1.489011 0.34 0.22 1.47 0.2997
H -0.096810 -0.160084 3.645879 0.77 0.37 -1.19 0.1640
H 2.249746 -0.369305 4.751624 -0.46 1.19 -0.69 0.4213
H 2.961861 0.497556 3.296511 -1.63 -0.11 1.21 -0.5794
H 1.490123 0.735600 6.413444 0.22 1.27 -0.83 0.3548
H 2.625161 2.209173 6.420023 -1.58 -0.40 -0.79 0.3591
H 0.724486 1.678628 -0.984602 0.09 0.11 0.89 0.0881
H 0.037877 3.491273 0.295718 0.49 -1.19 0.10 0.1006
H -2.418638 1.712049 -0.571276 0.34 0.31 -0.32 0.1630
H -1.072305 1.868783 3.456142 -0.12 0.17 -1.85 -0.2863
H -3.621202 1.631376 3.285353 1.35 -0.62 -0.97 0.4022
H -3.492727 1.024826 1.568237 1.00 -0.30 1.47 0.1614
H -2.801084 0.015832 3.027558 -0.07 1.24 -0.85 0.1154
C -5.695313 -0.725236 -2.510617 -0.15 -0.13 -0.09 -0.0733
C -6.317099 -0.353059 -3.629353 0.10 -0.14 0.12 -0.7068
C -5.794579 0.746800 -4.467531 -0.10 0.11 -0.31 0.2148
O -6.363889 1.088247 -5.488591 0.07 -0.07 0.21 -0.6049
C -4.555495 1.416754 -4.018664 0.13 -0.04 0.18 -0.6372
C -3.932204 1.045055 -2.899386 0.10 0.22 -0.22 -0.2416
C -4.455929 -0.055787 -2.060917 0.05 -0.10 0.15 0.4066
O -3.888502 -0.401684 -1.036974 -0.21 0.13 -0.28 -0.4425
H -6.064996 -1.527942 -1.885253 -0.03 0.02 -0.03 0.5080
H -7.224019 -0.833337 -3.972436 0.06 0.00 0.00 0.6060
H -4.186805 2.219445 -4.645146 -0.02 -0.01 -0.01 0.4639
H -3.023275 1.526239 -2.556326 0.04 0.01 0.01 0.6615
C -3.569222 -5.107854 -6.370062 -0.34 -0.03 0.01 -0.3572
C -4.709664 -4.863945 -5.723541 0.15 -0.13 -0.27 -0.4066
C -4.719721 -4.146707 -4.430775 -0.35 0.09 0.21 0.3992
O -5.758660 -3.924993 -3.838890 0.21 -0.05 -0.13 -0.5386
C -3.417546 -3.709015 -3.883470 0.32 0.05 0.01 -0.2800
C -2.277195 -3.952894 -4.529966 -0.15 0.14 0.26 -0.3940
C -2.266917 -4.670227 -5.822833 0.39 -0.08 -0.22 0.3811
O -1.227369 -4.891341 -6.414138 -0.25 0.05 0.14 -0.5520
H -3.542959 -5.632186 -7.317066 0.05 0.01 0.01 0.4006
H -5.671577 -5.176646 -6.110441 -0.01 0.02 0.04 0.4151
H -3.443774 -3.184379 -2.936068 -0.04 0.00 0.01 0.4973
H -1.315353 -3.640047 -4.142995 0.00 -0.02 -0.04 0.4312
C 6.086750 0.738765 0.355477 0.03 0.16 0.14 -0.3186
C 6.875171 1.763276 0.029036 -0.06 -0.15 0.03 -0.1156
C 6.893650 3.003255 0.833396 0.18 0.14 -0.12 0.2638
O 7.611924 3.939894 0.534639 -0.15 -0.16 0.08 -0.5800
C 6.006152 3.064501 2.014624 -0.21 -0.04 0.24 -0.6358
C 5.217837 2.040869 2.341538 0.05 0.25 0.10 -0.4322
C 5.199549 0.799832 1.536449 -0.10 -0.21 -0.03 0.5566
O 4.480683 -0.137817 1.835306 0.21 0.18 -0.08 -0.5962
H 6.059283 -0.174212 -0.220118 -0.03 0.08 0.13 0.4475
H 7.530682 1.735239 -0.830836 -0.05 0.00 0.04 0.4917
H 6.033361 3.980110 2.592226 0.02 0.01 -0.03 0.4639
H 4.561283 2.069584 3.202752 -0.01 0.03 -0.01 0.3999
C -10.235728 2.231303 -2.542059 0.33 -0.06 0.07 -0.4374
C -9.295538 1.315305 -2.307990 -0.06 0.30 -0.03 -0.1055
C -9.621033 -0.126518 -2.275312 0.25 -0.26 0.10 0.3986
O -8.763634 -0.962902 -2.059857 -0.36 0.14 0.04 -0.5129
C -11.027943 -0.513570 -2.513644 -0.31 0.05 -0.07 -0.4450
C -11.968253 0.402323 -2.747702 0.08 -0.33 0.04 -0.3859
C -11.642936 1.844373 -2.780404 -0.32 0.33 -0.09 0.3192
O -12.499466 2.680070 -2.995710 0.21 -0.21 0.06 -0.5481
H -10.015514 3.291101 -2.568908 -0.04 -0.01 -0.02 0.4113
H -8.260476 1.581492 -2.132263 0.00 -0.04 0.00 0.4851
H -11.247966 -1.573469 -2.486834 0.05 0.00 0.01 0.4194
H -13.003133 0.136140 -2.923427 0.01 0.05 0.00 0.3993
C 6.267269 -1.074548 -4.103994 -0.10 -0.10 -0.23 -0.3796
C 6.330149 -2.123662 -4.924557 -0.13 0.31 0.06 -0.3468
C 7.170963 -3.297391 -4.605390 0.01 -0.39 -0.32 0.3317
O 7.230652 -4.253244 -5.353357 -0.01 0.25 0.21 -0.5370
C 7.937443 -3.263198 -3.341089 0.11 0.13 0.31 -0.4063
C 7.874193 -2.213905 -2.520969 0.11 -0.24 -0.03 -0.2074
C 7.033588 -1.040919 -2.840518 0.01 0.21 0.08 0.3171
O 6.973866 -0.082145 -2.090005 0.18 -0.44 -0.65 -0.4596
H 5.657665 -0.206548 -4.321971 0.02 0.01 0.04 0.4322
H 5.774906 -2.164901 -5.853344 0.03 -0.04 0.01 0.4048
H 8.547131 -4.130942 -3.122756 -0.02 -0.01 -0.04 0.4033
H 8.429414 -2.172349 -1.591969 -0.02 0.03 -0.01 0.4334
C 8.742564 5.840705 -2.371959 -0.19 -0.04 0.20 -0.3056
C 7.578935 6.200687 -1.829721 0.17 -0.16 0.04 -0.2918
C 6.737618 7.248882 -2.445514 -0.33 0.09 0.18 0.2937
O 5.676585 7.579444 -1.950520 0.23 -0.07 -0.13 -0.5482
C 7.235429 7.881270 -3.686308 0.20 0.07 -0.26 -0.3584
C 8.399145 7.521175 -4.228477 -0.27 0.20 -0.03 -0.3949
C 9.240504 6.472630 -3.612329 0.38 -0.15 -0.12 0.3540
O 10.301505 6.142274 -4.107808 -0.24 0.09 0.09 -0.5483
H 9.371220 5.075636 -1.933729 -0.01 0.01 0.00 0.4652
H 7.200311 5.747178 -0.922531 0.03 0.02 -0.02 0.5266
H 6.606377 8.646280 -4.124118 -0.02 -0.01 0.03 0.4088
H 8.778660 7.974313 -5.135938 0.03 -0.03 0.02 0.4058
```
Forces are in eV/Å.

Computed properties:
Multiplicity = 1
SMILES = CC(=O)N(C)CCCC[C@@H](COCI)O[C@](Cl)([PH2]=N)[C@H](C)F.O=C1C=CC(=O)C=C1.O=C1C=CC(=O)C=C1.O=C1C=CC(=O)C=C1.O=C1C=CC(=O)C=C1.O=C1C=CC(=O)C=C1.O=C1C=CC(=O)C=C1

---

Highest occupied orbital energy per entry: -1.9; -8.4 eV